{"formula": "C57H46I2NNaO6P4S2", "method": "ωB97M-V/def2-TZVPD", "elements": ["Na", "S", "P", "C", "P", "S", "C", "C", "C", "C", "C", "C", "C", "C", "C", "C", "C", "C", "C", "C", "C", "C", "C", "C", "C", "C", "C", "C", "C", "C", "H", "H", "H", "H", "H", "H", "H", "H", "H", "H", "H", "H", "H", "H", "H", "H", "H", "H", "H", "H", "O", "C", "C", "C", "C", "C", "C", "C", "O", "N", "O", "O", "H", "H", "H", "H", "I", "I", "O", "O", "C", "P", "C", "C", "C", "C", "C", "C", "C", "C", "C", "C", "C", "C", "P", "C", "C", "C", "C", "C", "C", "C", "C", "C", "C", "C", "C", "H", "H", "H", "H", "H", "H", "H", "H", "H", "H", "H", "H", "H", "H", "H", "H", "H", "H", "H", "H", "H", "H"], "positions_angstrom": [[-0.0938, 0.7642, 0.3822], [2.4904, 0.6409, 1.3911], [3.7686, 1.1616, -0.0020], [3.2222, 1.9535, -1.4744], [4.5093, 2.1336, -2.7128], [1.7693, 2.8300, -1.4696], [4.5049, 3.9329, -3.0950], [4.8347, 4.4131, -4.3636], [4.9600, 5.7748, -4.6012], [4.7623, 6.6864, -3.5742], [4.4331, 6.2212, -2.3080], [4.3053, 4.8608, -2.0732], [3.7716, 1.4541, -4.2539], [2.6030, 1.9579, -4.8221], [2.0255, 1.3363, -5.9184], [2.6232, 0.2127, -6.4743], [3.7978, -0.2868, -5.9313], [4.3649, 0.3294, -4.8232], [5.0353, 2.2828, 0.7203], [4.6250, 3.1932, 1.6903], [5.4854, 4.1927, 2.1222], [6.7670, 4.2871, 1.5969], [7.1841, 3.3785, 0.6345], [6.3216, 2.3860, 0.1921], [4.7131, -0.3246, -0.4809], [4.3193, -1.0544, -1.5963], [4.9535, -2.2459, -1.9130], [5.9887, -2.7162, -1.1166], [6.3762, -1.9992, 0.0070], [5.7363, -0.8111, 0.3276], [4.9835, 3.7138, -5.1776], [5.2040, 6.1255, -5.5972], [4.8536, 7.7495, -3.7613], [4.2647, 6.9213, -1.4985], [4.0285, 4.5138, -1.0852], [2.1285, 2.8281, -4.3854], [1.0911, 1.7095, -6.3168], [2.1614, -0.2821, -7.3194], [4.2644, -1.1656, -6.3599], [5.2716, -0.0680, -4.3800], [3.6223, 3.1083, 2.0930], [5.1522, 4.9026, 2.8691], [7.4367, 5.0695, 1.9323], [8.1790, 3.4524, 0.2131], [6.6398, 1.7022, -0.5857], [3.5094, -0.6853, -2.2171], [4.6362, -2.8064, -2.7832], [6.4892, -3.6435, -1.3675], [7.1741, -2.3701, 0.6389], [6.0218, -0.2607, 1.2158], [-0.1389, 2.8858, 1.2069], [-0.9864, 3.6294, 1.6496], [-2.3057, 3.2665, 2.1537], [-3.0404, 4.2800, 2.7458], [-4.2582, 4.0216, 3.3442], [-4.7569, 2.7089, 3.3618], [-4.0566, 1.6950, 2.7773], [-2.8041, 1.9149, 2.1180], [-2.1490, 0.9901, 1.5439], [-4.9955, 5.0832, 3.9679], [-4.5438, 6.2218, 3.9200], [-6.0703, 4.8161, 4.4942], [-0.7645, 4.7152, 1.7264], [-2.6494, 5.2902, 2.7544], [-5.7051, 2.5166, 3.8439], [-4.4615, 0.6965, 2.7919], [-0.1013, 1.6300, -2.5728], [-3.1179, 0.5302, -4.3619], [-1.5396, -1.0864, 0.1500], [-0.6525, -1.1130, 1.3804], [-2.3005, -3.1213, 1.7448], [-2.2973, -1.2712, 1.6155], [-4.0113, -0.9892, 0.9958], [-5.1574, -1.4206, 1.6603], [-6.4139, -1.2138, 1.1095], [-6.5396, -0.5925, -0.1250], [-5.4056, -0.1807, -0.8075], [-4.1510, -0.3727, -0.2467], [-2.2726, -0.9568, 3.4537], [-3.1030, -1.6316, 4.3447], [-3.0197, -1.4107, 5.7141], [-2.0778, -0.5324, 6.2223], [-1.2049, 0.1049, 5.3513], [-1.3012, -0.1072, 3.9855], [-1.7360, -3.9972, 0.2181], [-2.0484, -5.7414, 0.7381], [-2.0716, -6.1661, 2.0639], [-2.2125, -7.5123, 2.3846], [-2.3289, -8.4612, 1.3835], [-2.3011, -8.0532, 0.0541], [-2.1581, -6.7139, -0.2617], [-3.1810, -3.7896, -0.9030], [-3.0124, -3.1650, -2.1314], [-4.0797, -3.0477, -3.0168], [-5.3229, -3.5421, -2.6654], [-5.5114, -4.1412, -1.4234], [-4.4470, -4.2634, -0.5495], [-3.2725, -3.4951, 2.0777], [-1.5672, -3.3462, 2.5235], [-5.0902, -1.9034, 2.6238], [-7.2948, -1.5463, 1.6464], [-7.5206, -0.4418, -0.5591], [-5.4694, 0.2836, -1.7840], [-3.2847, -0.0259, -0.7931], [-3.8142, -2.3629, 3.9899], [-3.6907, -1.9372, 6.3821], [-2.0166, -0.3547, 7.2885], [-0.4435, 0.7735, 5.7316], [-0.6176, 0.4024, 3.3218], [-1.9870, -5.4439, 2.8649], [-2.2321, -7.8160, 3.4244], [-2.4389, -9.5096, 1.6321], [-2.3946, -8.7841, -0.7399], [-2.1482, -6.4058, -1.3008], [-2.0523, -2.7464, -2.4055], [-3.9273, -2.5200, -3.9486], [-6.1579, -3.4382, -3.3474], [-6.4911, -4.5035, -1.1342], [-4.5942, -4.7413, 0.4133]], "atomic_forces_ev_per_a": [[0.14, 0.52, -0.26], [-0.19, -0.03, 0.20], [0.27, 0.08, -0.37], [0.22, -0.13, 0.06], [-0.16, 0.07, -0.03], [0.05, 0.13, 0.12], [0.05, 0.01, -0.01], [0.00, -0.03, 0.08], [-0.01, 0.00, -0.04], [-0.01, -0.01, 0.02], [0.03, 0.01, -0.03], [0.01, 0.03, 0.02], [0.04, 0.02, 0.05], [-0.01, 0.04, -0.04], [0.02, 0.00, 0.00], [-0.02, 0.00, 0.00], [0.01, -0.03, 0.01], [-0.01, 0.03, -0.03], [-0.04, -0.02, -0.08], [0.04, 0.00, 0.01], [-0.01, 0.00, 0.01], [-0.01, -0.01, 0.01], [0.00, 0.02, 0.01], [-0.01, -0.03, -0.01], [0.06, 0.02, 0.09], [-0.07, 0.02, -0.04], [0.04, -0.02, 0.02], [-0.01, -0.01, -0.04], [0.01, 0.03, 0.03], [-0.02, -0.04, -0.04], [0.00, -0.02, -0.02], [0.01, 0.00, -0.01], [0.00, 0.01, 0.00], [-0.01, 0.00, 0.01], [0.04, -0.04, 0.03], [0.02, 0.00, -0.01], [-0.02, 0.01, 0.00], [0.00, 0.00, -0.02], [0.01, -0.02, -0.01], [0.01, -0.01, -0.01], [0.00, 0.00, 0.01], [-0.01, 0.01, 0.02], [0.01, 0.01, 0.00], [0.01, -0.01, -0.01], [0.00, 0.02, 0.03], [0.02, -0.01, 0.04], [-0.01, -0.01, -0.02], [0.00, -0.02, 0.00], [0.01, 0.00, 0.01], [0.02, -0.01, 0.01], [-0.08, 0.21, 0.09], [0.07, 0.02, -0.04], [-0.03, -0.11, 0.01], [-0.04, 0.13, 0.06], [0.17, -0.20, -0.03], [-0.02, 0.08, 0.04], [-0.05, -0.03, 0.00], [0.05, 0.09, -0.03], [-0.10, 0.04, 0.00], [-0.25, 0.20, -0.21], [0.03, -0.10, 0.11], [0.13, -0.01, 0.07], [-0.02, -0.01, 0.01], [0.00, -0.01, 0.00], [0.00, 0.00, 0.00], [0.00, 0.01, 0.01], [-0.20, -0.18, -0.09], [-0.07, -0.08, 0.02], [0.10, -0.05, -0.11], [-0.02, -0.29, 0.24], [0.08, 0.08, -0.01], [-0.25, -0.67, 0.24], [0.09, 0.08, -0.01], [0.03, 0.02, -0.05], [0.00, -0.01, 0.01], [-0.03, -0.03, 0.00], [0.02, -0.03, -0.02], [-0.07, 0.02, 0.05], [0.03, 0.06, -0.13], [-0.01, -0.01, 0.03], [-0.02, -0.02, 0.00], [0.01, 0.02, 0.00], [-0.02, -0.03, 0.00], [-0.03, 0.01, 0.01], [-0.03, 0.09, -0.07], [0.04, 0.01, -0.04], [-0.04, 0.00, 0.01], [0.02, 0.00, 0.01], [0.00, -0.02, -0.02], [-0.01, -0.01, -0.01], [-0.02, 0.03, 0.04], [-0.03, -0.07, 0.25], [0.01, -0.04, -0.04], [0.06, 0.10, 0.03], [-0.04, 0.02, 0.00], [-0.01, 0.02, 0.01], [0.02, 0.00, -0.05], [-0.02, 0.05, -0.05], [-0.03, -0.03, -0.02], [-0.02, -0.03, 0.01], [0.00, 0.00, 0.00], [-0.01, 0.01, 0.00], [0.01, 0.00, -0.02], [0.03, 0.00, -0.05], [-0.02, 0.00, 0.00], [0.00, 0.00, 0.00], [0.01, 0.00, 0.02], [0.01, 0.02, 0.01], [0.01, 0.02, -0.02], [0.01, 0.00, 0.02], [0.00, 0.01, 0.01], [-0.01, 0.00, 0.00], [0.00, -0.01, -0.01], [0.01, 0.00, -0.02], [0.05, 0.02, 0.02], [-0.03, 0.03, -0.03], [0.00, 0.01, -0.01], [-0.01, 0.00, -0.01], [0.00, -0.01, 0.00]], "energy_ha": -5625.47043, "de_lowest_ev": 0.000, "total_charge": -2}